# 1
Density functional theory data (ωB97M-V with the def2-TZVPD basis set) for a structure of composition C4H6N2O2 in a non-equilibrium geometry.

```
! wB97M-V def2-TZVPD RIJCOSX def2/J DEFGRID3
* xyz 0 1
O -1.38514 2.00729 -0.12453
O -2.20113 -1.28346 0.13858
N 1.60404 1.36454 0.29145
N -0.27061 -0.14932 -0.50289
C -1.30280 0.82308 -0.13479
C 1.92042 -0.87809 0.00082
C 0.92934 0.22490 0.04570
C -2.43222 -0.08759 0.31159
H -3.36670 0.58438 0.28274
H 0.82476 2.18419 0.17454
H -0.54338 -1.03833 -0.67044
H 1.09259 -1.66038 -0.60713
H 2.11959 -1.33306 1.34736
H 3.01125 -0.75815 -0.55299
*
```

Results
- Largest force on an atom: 0.1754 hartree/bohr
- Molecular weight: 114.10 g/mol
- Relative energy (zero: lowest compared OMol25 entry of this formula, charge and spin): 5.652 eV

Atom charges from the Mulliken analysis, given in e for atoms 1 to 4:
1 O -0.4796
2 O -0.4952
3 N -0.6279
4 N -0.1951

# 2
Density functional theory data (ωB97M-V with the def2-TZVPD basis set) for the molecule C4H6N2O2 in a non-equilibrium geometry.

```
! wB97M-V def2-TZVPD RIJCOSX def2/J DEFGRID3
* xyz 0 1
O 1.33951 -1.55341 2.41829
O -0.70467 -1.23791 1.28550
N 0.22366 0.39310 0.04080
N 1.07827 0.33240 1.14291
C -1.88548 -0.60040 -0.67723
C -0.90557 -0.41306 0.21290
C 0.76515 0.94758 -1.18612
C 0.73212 -0.91514 1.58287
H 1.22513 1.92191 -0.99235
H 1.51746 0.27526 -1.60888
H 1.20875 1.08664 1.80535
H -0.00495 1.12859 -1.94028
H -2.01047 0.05878 -1.52600
H -2.57889 -1.42433 -0.55775
*
```

Results
- Structure (SMILES): C=C1OC(=O)NN1C
- Largest force on an atom: 0.1155 hartree/bohr
- Molecular weight: 114.10 g/mol
- Relative energy (zero: lowest compared OMol25 entry of this formula, charge and spin): 2.999 eV

Atom charges from the Mulliken analysis, given in e for atoms 1 to 4:
1 O -0.5123
2 O -0.3047
3 N 0.2518
4 N -0.3416

# 3
Density functional theory data (ωB97M-V with the def2-TZVPD basis set) for the molecule C4H6N2O2 in a non-equilibrium geometry.

```
! wB97M-V def2-TZVPD RIJCOSX def2/J DEFGRID3
* xyz 0 1
O 0.38754 -0.43931 -0.52763
O -3.07801 -0.48665 0.22637
N -1.16376 1.33628 -0.15362
N -1.79548 -1.02119 -0.22962
C -0.80699 0.11144 -0.23434
C 2.45974 -0.09102 -0.12451
C 1.32235 0.63444 -0.08383
C 3.41096 -0.75651 0.05342
H -2.05988 1.56319 0.37050
H 1.08920 1.73271 -0.56296
H 4.45807 -1.07138 0.53165
H -1.64821 -1.73197 0.36835
H -3.43275 -0.75139 -0.73200
H 0.85722 0.97136 1.09821
*
```

Results
- Structure (SMILES): [H]/N=C(\NO)OCC#C
- Largest force on an atom: 0.1335 hartree/bohr
- Molecular weight: 114.10 g/mol
- Relative energy (zero: lowest compared OMol25 entry of this formula, charge and spin): 7.618 eV

Atom charges from the Mulliken analysis, given in e for atoms 1 to 4:
1 O -0.3211
2 O -0.4551
3 N -0.6033
4 N -0.2214

# 4
Density functional theory data (ωB97M-V with the def2-TZVPD basis set) for the molecule C4H6N2O2 in a non-equilibrium geometry.

```
! wB97M-V def2-TZVPD RIJCOSX def2/J DEFGRID3
* xyz 0 1
O -1.22868 0.03971 -0.92832
O 1.05819 0.24213 0.00446
N -1.03126 2.77415 1.26702
N 1.12256 -1.23878 0.12854
C -0.73977 1.80980 0.52566
C -1.38770 -1.31695 -1.15110
C -0.36773 0.39531 0.11571
C 2.41148 -1.55555 0.48207
H -0.81422 -0.28192 0.78916
H 2.99771 -2.47594 0.81782
H -1.49116 -2.08700 -0.26792
H -0.52323 -1.59096 -1.72263
H 3.24253 -0.97998 0.10990
H -2.18448 -1.58216 -1.93844
*
```

Results
- Structure (SMILES): C=NO[C@@H](C#N)OC
- Largest force on an atom: 0.1844 hartree/bohr
- Molecular weight: 114.10 g/mol
- Relative energy (zero: lowest compared OMol25 entry of this formula, charge and spin): 6.861 eV

Atom charges from the Mulliken analysis, given in e for atoms 1 to 4:
1 O -0.3663
2 O -0.2355
3 N -0.4446
4 N -0.2541